Record 1
The following is a DFT calculation (wB97M-V/def2-TZVPD) of a structure of composition C29H55AlN3O10.

Values from the calculation:
Total charge   -1
Strongest force on any atom   0.9 eV Å⁻¹
LUMO level   1.88 eV

XYZ file:
```
98
Properties=species:S:1:pos:R:3:lowdin_charge:R:1
Al 0.8131 -1.2997 -3.6435 0.352
O -2.2293 -2.9316 1.7014 0.043
O -3.7916 3.7041 4.3886 0.089
O -3.4579 3.6427 2.1608 0.159
O 6.6587 1.6338 3.0942 0.056
O 7.0213 0.5260 1.2061 0.074
O 6.3357 2.6694 1.1125 0.161
O -3.8886 1.7631 3.3168 0.018
O -8.7478 3.0607 2.7566 0.087
O -6.6505 2.4363 3.0956 0.045
O -7.9348 2.9726 4.8591 0.157
N 2.5095 -3.9551 -5.7952 0.025
N 3.7515 -2.7643 0.0995 -0.012
N -2.1985 -1.6934 -0.1987 0.069
C 3.8923 -3.4317 -1.2008 -0.277
C 0.2896 -2.9656 -2.6015 -0.217
C 2.4638 -2.6780 -5.6644 -0.404
C 1.3141 -1.7850 -5.5800 -0.212
C -6.9221 2.1494 1.7181 -0.074
C -2.2040 -1.8455 1.1667 -0.548
C 2.6029 -3.8803 -1.9464 -0.199
C -2.0704 -0.3886 -3.1952 -0.295
C 7.5260 -0.3256 2.2473 -0.320
C 4.0173 1.5160 -2.4384 -0.434
C 6.6411 1.7080 1.7375 -0.561
C 3.3883 2.2984 -1.2853 -0.086
C -3.9003 1.4460 4.7127 -0.088
C -4.3171 2.7585 5.3490 -0.308
C -8.1326 3.0212 1.4457 -0.303
C -3.6885 3.0945 3.1910 -0.582
C 1.2623 -3.3065 -1.4526 -0.302
C 5.0216 0.4977 -1.8814 -0.091
C -7.7964 2.8382 3.6840 -0.562
C 2.3983 -0.4886 -2.7080 -0.222
C -2.3196 0.2332 -1.8079 -0.205
C 7.2186 -1.7801 1.9547 -0.014
C 6.8192 0.2580 3.4566 -0.100
C 2.9378 0.8213 -3.2968 -0.257
C -2.1141 -0.5684 1.9701 -0.009
C -3.7555 3.0126 6.7311 -0.014
C -3.0526 -0.6613 -0.8165 -0.203
C -9.0926 2.4894 0.4044 -0.017
C -0.7173 0.0347 -3.8102 -0.221
H 8.0419 -2.2651 1.4334 0.080
H 4.1574 2.6282 -0.5771 0.059
H -2.8918 1.1435 5.0079 0.139
H -0.6923 -2.7702 -2.1508 0.008
H 3.4468 -2.1960 -5.5637 0.092
H 8.6033 -0.1493 2.3131 0.152
H 3.3542 -1.8420 -0.0488 0.039
H 3.3541 0.6420 -4.2978 0.102
H 4.5265 -4.3118 -1.0464 0.092
H -4.4086 3.6604 7.3128 0.082
H -4.5973 0.6326 4.8985 0.142
H 3.0874 -3.2727 0.6729 0.061
H -3.0929 -0.3402 2.4009 0.069
H 7.0399 -2.3251 2.8830 0.084
H 4.5971 2.2202 -3.0516 0.122
H -2.7799 3.4920 6.6553 0.092
H 2.1717 -0.3278 -1.6420 0.052
H -0.4425 1.0117 -3.3858 0.041
H -7.1479 1.0848 1.6203 0.144
H 6.3301 -1.8585 1.3266 0.079
H 2.1073 1.5297 -3.4355 0.093
H 2.7000 1.6499 -0.7310 0.072
H -2.1543 -1.4805 -3.1289 0.076
H -8.5514 1.9291 -0.3585 0.089
H 4.5901 -0.0167 -1.0168 0.062
H 1.4146 -2.4005 -0.8582 0.070
H 2.7201 -3.6234 -3.0033 0.073
H 5.9592 0.9758 -1.5879 0.069
H -2.9290 1.1350 -1.9400 0.106
H -7.8203 4.0415 1.2142 0.159
H -5.4022 2.8608 5.3371 0.130
H -1.3758 0.5542 -1.3539 0.110
H -3.4663 -0.0441 -0.0148 0.097
H -6.0505 2.3985 1.1181 0.142
H -1.4101 -0.7240 2.7886 0.087
H 0.1745 -3.8340 -3.2661 0.051
H 4.4680 -2.7566 -1.8396 0.085
H 7.3910 0.1862 4.3782 0.133
H -2.3147 -2.6143 -0.6085 0.128
H 3.1990 -1.2407 -2.7502 0.034
H 5.8306 -0.1862 3.5968 0.139
H 0.7979 -4.0525 -0.7902 0.093
H 1.5081 -0.8377 -6.0957 0.052
H 0.4256 -2.2661 -6.0143 0.058
H -1.7988 0.2853 1.3719 0.081
H -3.9008 -1.1537 -1.3054 0.121
H -0.8605 0.2236 -4.8840 0.040
H 5.2275 -0.2763 -2.6284 0.073
H 2.5468 -4.9734 -1.9073 0.099
H 2.8501 3.1892 -1.6211 0.071
H -9.8206 1.8294 0.8745 0.093
H -3.6429 2.0733 7.2742 0.086
H 1.5535 -4.3135 -5.8739 0.020
H -9.6338 3.2935 -0.0903 0.081
H -2.8900 -0.0547 -3.8472 0.091
```

---

Record 2
The following is a DFT calculation (wB97M-V/def2-TZVPD) of a cluster of 2 separate species, C4H6Cl3O2P in total in a non-equilibrium geometry.

Values from the calculation:
Total charge   0
Strongest force on any atom   3.2 eV Å⁻¹
Energy above the lowest of the compared OMol25 structures with the same formula, charge and spin   0.486 eV
LUMO level   0.50 eV
Structure (SMILES)   C=C=C(Cl)OC.OP(Cl)Cl

XYZ file:
```
16
Properties=species:S:1:pos:R:3:nbo_charge:R:1
Cl 5.0211 0.2208 0.2694 -0.271
Cl -1.3434 -1.7333 -1.0963 -0.053
Cl 1.8179 0.4929 0.3856 -0.337
P 3.3534 -0.8551 0.3383 1.087
O 3.1561 -1.3523 -1.1853 -1.003
O -2.1471 0.0324 0.6725 -0.509
C -0.8593 2.2116 -1.4504 -0.391
C -1.4273 -0.0819 -0.4486 0.209
C -1.0629 1.0168 -1.0482 -0.013
C -1.8133 -0.7981 1.8271 -0.255
H -2.6963 -1.2033 2.4230 0.196
H -1.4317 -1.6717 1.3557 0.193
H -1.5834 2.7662 -1.9460 0.214
H 0.0893 2.6922 -1.2119 0.217
H -1.1976 -0.2143 2.4373 0.191
H 2.1247 -1.5229 -1.3222 0.524
```

---

Record 3
The following is a DFT calculation (wB97M-V/def2-TZVPD) of a cluster of 2 separate species, C5H11O2 in total in a non-equilibrium geometry.

Values from the calculation:
Total charge   -1
Strongest force on any atom   2.1 eV Å⁻¹
Energy above the lowest of the compared OMol25 structures with the same formula, charge and spin   0.490 eV
LUMO level   3.52 eV

XYZ file:
```
18
Properties=species:S:1:pos:R:3:nbo_charge:R:1
O 0.3167 -2.4065 1.3972 -0.803
O -1.8977 -2.3554 1.7043 -0.790
C 1.7312 2.2324 -0.4862 -0.617
C 1.7101 1.6486 0.9003 -0.620
C -2.2018 -1.3925 -1.0390 -0.608
C -0.8554 -2.0807 1.0607 0.747
C -0.9381 -1.1946 -0.1958 -0.517
H 0.8193 2.7034 -0.8601 0.203
H -0.0624 -1.4890 -0.7856 0.198
H 0.8447 1.0431 1.1715 0.237
H 1.6262 2.4521 1.6440 0.187
H -2.1833 -0.6854 -1.8708 0.175
H 2.5711 1.0403 1.1683 0.213
H 2.5698 2.8940 -0.7300 0.191
H -3.1305 -1.2992 -0.4761 0.213
H -0.6456 -0.1711 0.0560 0.190
H 1.9080 1.4891 -1.2813 0.204
H -2.1823 -2.4287 -1.3774 0.197
```

---

Q: Which value of strongest force on any atom does entry 1 give?
A: 0.9 eV Å⁻¹

---

Q: Number 1 is which compound?
A: C29H55AlN3O10